# 1
Computed, not measured: C36H23CaCl7N2O6PS as an isolated structure, with ωB97M-V/def2-TZVPD.

* largest force on an atom: 0.55 eV/A
* HOMO level: -4.92 eV
* E_LUMO: 2.027 eV
* net charge: -1
* ΔE to the lowest compared entry with this formula, charge and spin: 0.2332 eV

XYZ file:
```
77
Properties=species:S:1:pos:R:3:forces:R:3:lowdin_charge:R:1
Ca 0.6830 1.6285 -0.4831 -0.314 -0.253 -0.368 1.108
Cl -2.9892 2.8209 -5.1433 -0.010 -0.005 0.040 0.627
Cl 7.1736 2.3810 -3.5284 -0.016 0.006 0.007 0.648
Cl -2.1736 2.2187 0.2265 -0.032 0.128 -0.079 0.731
Cl 1.8339 4.4421 -1.0801 0.097 -0.016 -0.006 0.731
Cl 4.8719 0.3777 -2.8158 -0.001 -0.008 -0.003 0.693
Cl 6.7968 5.4432 -3.0297 -0.009 -0.009 0.004 0.630
Cl 4.1106 6.4743 -1.7985 -0.001 -0.003 0.000 0.664
S -0.9255 2.1896 -2.7894 -0.014 0.105 0.026 0.499
P -0.8973 -1.6337 -0.0923 0.193 0.015 -0.081 0.793
O 0.0409 -0.7191 -0.8201 -0.081 0.283 0.228 -0.422
O 2.3724 1.3934 5.4320 0.112 -0.076 -0.014 0.110
O 2.5077 1.6814 -1.7000 0.303 0.019 -0.129 -0.300
O 0.9731 2.6889 3.7784 -0.064 0.053 -0.006 0.029
O 3.7576 -0.3497 5.3101 0.085 0.037 -0.023 0.065
O 0.5619 2.6712 1.5700 -0.139 0.010 0.305 -0.182
N 2.1763 0.5263 1.1804 -0.017 -0.018 0.081 0.094
N 3.4759 -0.5415 2.5759 -0.055 -0.004 -0.015 0.183
C -5.2160 -0.9306 -1.3954 0.019 -0.001 -0.025 -0.071
C 0.6663 -4.8394 -1.9971 0.005 -0.015 0.004 -0.075
C -0.7928 -1.5031 1.7008 -0.014 -0.007 0.058 -0.269
C 0.1478 -5.9240 -1.3048 0.014 0.009 -0.022 -0.087
C -4.8579 3.0769 -3.2583 0.006 0.010 0.013 -0.149
C 3.0427 -0.4552 1.2985 0.014 -0.022 -0.061 -0.348
C -1.3886 -0.3499 3.7352 0.015 -0.002 -0.022 -0.056
C -0.4135 -1.0563 4.4228 0.052 0.036 -0.016 -0.065
C -1.5841 -0.5782 2.3804 -0.010 0.020 0.013 -0.083
C 3.0429 0.4773 4.7759 -0.216 -0.049 0.138 -0.513
C -3.5180 2.8189 -3.4835 0.004 0.022 -0.113 -0.702
C -2.6109 -1.3714 -0.5577 -0.013 0.013 -0.018 -0.274
C -0.6907 -5.7212 -0.2160 -0.009 0.022 0.012 -0.083
C 2.0434 1.0905 2.4221 -0.010 0.009 0.024 -0.123
C 2.8446 0.4319 3.3122 0.031 -0.090 0.020 -0.096
C 0.1915 -2.2039 2.3989 0.019 -0.024 -0.023 -0.080
C 0.3728 -1.9876 3.7551 0.042 0.039 0.026 -0.073
C 4.3333 4.7870 -2.0870 0.007 -0.017 -0.006 -0.706
C 0.3489 -3.5467 -1.6038 0.023 -0.011 0.033 -0.060
C 3.4444 2.4959 -1.9869 -0.084 -0.051 -0.032 -0.502
C -3.6744 -1.8954 0.1752 -0.063 -0.035 0.018 -0.089
C -4.4993 2.8195 -0.9135 -0.012 0.016 -0.119 -0.140
C 1.1143 2.2513 2.6160 0.051 -0.082 -0.076 -0.578
C -4.1588 -0.4117 -2.1266 -0.032 -0.068 -0.003 -0.062
C 5.5327 4.3317 -2.6346 0.001 0.032 0.003 -0.729
C -0.4926 -3.3406 -0.5145 0.025 -0.043 0.002 -0.267
C 4.6795 2.0729 -2.5410 0.011 0.053 -0.002 -0.605
C -3.1676 2.5599 -1.1775 0.100 -0.059 0.194 -0.642
C -4.9757 -1.6752 -0.2457 0.019 0.007 0.004 -0.081
C 3.4935 -1.3378 0.1908 0.010 -0.013 -0.005 -0.002
C -2.5846 2.5436 -2.4585 0.001 -0.005 0.013 -0.781
C 5.6918 2.9657 -2.8550 0.025 -0.034 -0.018 -0.707
C -5.3610 3.0810 -1.9660 -0.005 -0.005 0.063 -0.112
C -1.0116 -4.4316 0.1778 -0.026 -0.023 -0.005 -0.083
C -2.8521 -0.6347 -1.7133 -0.017 0.006 0.029 -0.074
C 3.3243 3.8947 -1.7733 -0.001 0.039 0.010 -0.577
H 2.8734 -1.1439 -0.6819 -0.004 0.012 0.009 0.065
H -0.2464 -0.8658 5.4753 0.001 -0.002 -0.006 0.113
H 4.1287 -1.1977 2.9737 -0.005 0.008 0.020 0.167
H 0.8180 -2.9214 1.8810 -0.003 0.016 -0.017 0.109
H -1.0909 -6.5674 0.3274 -0.002 0.000 -0.001 0.102
H 1.7894 1.9578 4.7897 -0.010 0.050 -0.049 0.056
H -6.4064 3.2886 -1.7814 -0.002 -0.001 -0.009 0.095
H -2.3503 -0.0276 1.8506 0.014 0.031 -0.028 0.072
H 3.4137 -2.3912 0.4677 -0.004 0.001 -0.001 0.079
H -1.9853 0.3942 4.2455 -0.001 -0.006 0.003 0.113
H -5.5006 3.2768 -4.1049 0.004 0.001 -0.005 0.094
H 0.3995 -6.9312 -1.6122 -0.003 -0.001 0.003 0.101
H -6.2340 -0.7405 -1.7120 -0.001 -0.001 -0.002 0.104
H -2.0258 -0.1877 -2.2563 0.020 -0.041 -0.002 0.063
H -5.8027 -2.0710 0.3301 -0.003 -0.002 0.000 0.100
H 0.7547 -2.6896 -2.1268 -0.021 0.009 0.000 0.109
H -4.3422 0.1934 -3.0057 -0.012 -0.019 0.018 0.108
H -1.6598 -4.2756 1.0325 0.004 0.004 -0.002 0.106
H 1.1431 -2.5263 4.2926 0.006 0.002 -0.009 0.110
H 1.3218 -4.9963 -2.8440 -0.001 -0.008 0.002 0.104
H -4.8476 2.8092 0.1101 -0.009 -0.004 0.001 0.098
H 4.5291 -1.1269 -0.0802 -0.003 0.002 0.002 0.071
H -3.4937 -2.4572 1.0847 0.020 0.006 -0.004 0.103
```
Forces are in eV/Å.

***

# 2
Computed, not measured: C36H24F8N4O4S3SbSn as an isolated structure, with ωB97M-V/def2-TZVPD.

* largest force on an atom: 0.39 eV/A
* HOMO level: -5.17 eV
* E_LUMO: 2.175 eV
* net charge: -1

XYZ file:
```
81
Properties=species:S:1:pos:R:3:forces:R:3:lowdin_charge:R:1
Sb 1.4509 0.0465 0.0394 0.125 -0.124 -0.206 1.301
Sn -2.1061 0.5648 -1.8271 -0.058 0.096 -0.014 1.111
S -1.8440 0.4628 2.1194 0.246 0.135 -0.232 0.575
S 0.0902 -1.1722 -1.3215 0.031 -0.069 0.015 0.089
S -2.6296 -0.9212 -3.9366 0.175 0.066 -0.019 0.553
F -1.9741 3.4422 -0.4563 -0.144 0.075 -0.138 0.087
F 0.0208 0.6487 -3.9059 -0.038 0.017 0.001 0.002
F 0.7916 0.6086 -8.5224 -0.014 -0.008 0.017 0.108
F -3.0364 -1.4851 -6.8164 0.008 0.010 0.025 0.070
F -3.9529 3.5634 -1.3388 0.113 0.023 -0.036 0.116
F -2.7590 5.3550 -1.0903 0.011 -0.080 -0.033 0.136
F 1.5268 1.3212 -5.9961 -0.009 0.005 -0.006 0.117
F -1.5043 -0.8113 -8.8971 0.002 0.005 -0.010 0.106
O -1.9302 4.7899 -3.5523 0.004 0.001 0.067 0.061
O -0.4106 0.3067 1.8219 -0.195 -0.118 0.228 -0.449
O -1.8549 2.5951 -3.0835 0.035 -0.370 -0.124 -0.217
O -2.2895 1.8073 2.3609 0.061 0.066 0.084 -0.298
N -2.2004 -2.3956 1.3601 0.051 -0.148 0.065 0.141
N -2.8223 -2.4645 7.2014 0.010 -0.023 0.074 0.081
N -3.1234 -1.6113 -0.6940 -0.013 -0.180 -0.123 -0.014
N -2.7161 -0.1270 0.9513 -0.116 0.019 0.183 -0.147
C -2.1031 -0.4299 3.6201 -0.082 -0.048 0.094 -0.292
C -3.6144 -1.1177 5.3524 -0.003 0.033 -0.039 -0.036
C 1.1341 2.7880 -1.0563 0.018 -0.001 0.008 -0.127
C -3.3737 -0.4279 4.1784 0.021 -0.046 0.021 -0.055
C -1.5884 -0.4311 -5.2671 -0.117 0.046 0.154 -0.514
C 0.9159 4.1701 1.3428 -0.006 -0.025 -0.019 -0.068
C 0.9484 4.1638 -1.0649 0.024 -0.042 -0.052 -0.073
C -0.4059 0.2879 -5.1217 0.049 0.004 -0.004 -0.235
C -1.0729 -1.1081 4.2474 -0.055 -0.001 0.020 -0.052
C 5.4327 0.9826 -1.6306 -0.015 0.012 0.012 -0.092
C -2.6653 -1.4141 0.5688 -0.037 0.190 -0.076 -0.563
C 3.7543 -1.2192 -1.5058 -0.009 -0.020 -0.031 -0.132
C 2.0169 -3.0051 3.0509 -0.055 -0.036 0.010 -0.089
C 0.3937 0.6404 -6.1935 -0.046 -0.027 -0.021 -0.141
C 1.1971 2.1092 0.1570 -0.096 0.223 0.019 -0.353
C 4.9940 -1.3269 -2.1155 0.032 0.013 -0.006 -0.091
C 1.0794 2.7931 1.3621 -0.016 0.089 -0.088 -0.110
C -2.2531 -3.6236 0.8740 0.003 -0.050 -0.019 -0.147
C -2.0973 3.8126 -2.8430 0.100 0.210 0.012 -0.617
C -1.9205 -0.7848 -6.5725 -0.042 0.005 -0.078 -0.249
C 4.1897 1.0882 -1.0169 0.028 0.055 0.060 -0.116
C -1.3091 -1.7896 5.4287 -0.010 0.000 -0.007 -0.030
C -2.7412 -3.9332 -0.3861 -0.002 0.026 -0.009 -0.068
C -2.6934 4.0590 -1.4206 -0.072 0.024 0.185 -0.553
C 2.0478 -0.9802 1.7650 -0.015 -0.053 0.129 -0.346
C 3.3417 -0.0103 -0.9494 -0.006 -0.062 -0.066 -0.333
C 2.8413 -2.4162 3.9979 0.028 0.047 0.022 -0.097
C -2.5839 -1.8093 5.9888 -0.035 0.005 -0.004 -0.330
C -3.1467 -2.8531 -1.1505 0.011 -0.014 -0.036 -0.176
C 0.0259 0.2760 -7.4753 -0.002 -0.008 0.000 -0.145
C 1.6078 -2.2862 1.9358 0.003 0.037 0.055 -0.125
C 5.8356 -0.2238 -2.1795 -0.012 -0.020 -0.007 -0.097
C 2.8866 -0.3913 2.7028 0.023 -0.010 0.000 -0.107
C 0.8460 4.8498 0.1340 0.012 0.052 0.036 -0.076
C 3.2735 -1.1072 3.8272 0.002 -0.036 -0.013 -0.086
C -1.1397 -0.4447 -7.6613 0.051 0.030 0.055 -0.149
H 1.6740 -4.0225 3.1917 -0.007 -0.008 -0.018 0.103
H 0.6799 5.9194 0.1261 0.001 0.003 0.001 0.107
H 3.2423 0.6238 2.5665 -0.012 0.017 0.001 0.103
H -3.4727 -2.9767 -2.1774 -0.032 -0.026 -0.005 0.076
H -1.8766 -4.4099 1.5238 0.014 0.011 0.023 0.104
H 0.9283 -2.7264 1.2152 -0.024 -0.008 -0.024 0.080
H 6.7994 -0.3052 -2.6651 0.022 0.001 -0.002 0.097
H -4.6074 -1.1170 5.7873 -0.003 -0.002 0.004 0.106
H -0.0899 -1.1097 3.8044 0.110 0.012 -0.082 0.092
H -2.7671 -4.9424 -0.7668 0.008 -0.024 0.010 0.090
H 3.9144 -0.6451 4.5670 0.008 0.005 0.004 0.100
H 3.0979 -2.0824 -1.4827 -0.038 0.021 0.012 0.084
H -2.1872 -3.2207 7.4017 0.000 0.006 -0.019 0.080
H -0.4988 -2.3147 5.9213 0.024 -0.012 0.003 0.105
H -4.1757 0.1097 3.6905 -0.002 0.031 -0.041 0.119
H 6.0809 1.8480 -1.6830 0.008 0.012 -0.004 0.099
H 1.0642 2.2578 2.3001 0.005 -0.030 0.031 0.097
H 0.8517 4.6875 -2.0068 -0.007 0.003 -0.026 0.115
H 3.8888 2.0408 -0.5963 -0.041 0.010 -0.002 0.094
H -3.7814 -2.7392 7.3416 -0.002 -0.011 0.000 0.080
H 5.3016 -2.2700 -2.5488 0.001 -0.013 -0.009 0.100
H 0.8057 4.7091 2.2744 -0.002 0.000 0.018 0.105
H 1.2009 2.2511 -1.9973 0.003 0.008 -0.017 0.105
H 3.1466 -2.9762 4.8727 0.007 -0.003 0.009 0.098
```
Forces are in eV/Å.

***

# 3
Computed, not measured: C36H26AsBrDyF4I2N3O2PS4 as an isolated structure at a distorted geometry, with ωB97M-V/def2-TZVPD.

* largest force on an atom: 4.30 eV/A
* HOMO level (alpha / beta): -3.74 / -3.74 eV
* expectation value of S²: 9.34
* 2S+1: 6
* E_LUMO (alpha / beta): 1.729 / 1.736 eV
* net charge: -1
* ΔE to the lowest compared entry with this formula, charge and spin: 3.4569 eV

XYZ file:
```
81
Properties=species:S:1:pos:R:3:forces:R:3:lowdin_spin:R:1
Dy 0.3500 1.7802 -0.4510 -0.546 -1.620 0.556 5.066
I 4.9718 1.9048 -1.6964 2.632 -3.325 -0.728 0.000
I 7.2336 0.3684 -1.0201 1.230 -0.664 0.765 0.000
Br -0.2328 4.4963 0.1888 -0.701 0.944 0.499 -0.007
As 2.7054 3.4981 -1.2528 2.059 3.186 1.093 -0.001
S 0.8828 4.6997 -1.6488 -0.441 1.149 -0.426 -0.003
S 2.4904 2.6628 0.7039 0.528 0.526 -0.002 -0.011
S 4.3668 4.8090 -1.3968 -0.882 1.874 0.582 0.000
S 3.0444 2.4324 -3.0176 -1.945 -0.002 -1.865 0.001
P -0.6455 -0.8444 0.2560 -1.383 -0.920 0.460 -0.006
F -3.1568 3.3901 -0.8465 -0.392 -0.027 -0.010 0.000
F -5.8048 -0.1678 0.7236 -0.020 0.040 -0.026 0.000
F -3.5906 -1.6698 1.0725 -0.123 0.001 -0.014 0.000
F -5.6004 2.3597 -0.2567 -0.023 -0.023 0.004 0.000
O 1.3338 0.2713 -1.8682 -0.090 -0.795 -0.384 -0.015
O -0.2244 2.2653 -2.4192 -0.626 -0.175 -0.640 -0.005
N 1.7403 0.7846 3.4684 0.209 -0.081 0.083 0.000
N 2.0218 -0.1113 1.2927 0.223 -0.097 0.148 -0.001
N -0.1099 1.8065 2.3636 -0.030 -0.237 0.134 -0.008
C -2.2142 0.0894 0.2476 0.116 0.281 -0.059 0.001
C -1.2257 -2.2972 -0.7174 0.338 0.033 -0.154 -0.001
C 0.6188 1.5691 3.4603 -0.295 0.385 -0.205 0.000
C -4.4961 1.6205 -0.0986 0.200 0.008 -0.025 0.000
C -4.6011 0.3307 0.4025 -0.102 -0.182 0.089 0.000
C -1.3303 -2.1017 -2.0937 0.014 0.037 -0.007 0.000
C -1.1357 0.3231 -5.9171 -0.066 -0.144 -0.207 0.000
C 2.4604 0.0446 2.5309 0.018 -0.100 -0.262 0.000
C -1.2270 2.5367 2.5314 -0.164 0.041 0.098 0.000
C -0.8467 2.9036 4.8383 0.005 -0.019 -0.127 0.000
C -1.1766 -1.0633 3.0404 -0.094 -0.069 -0.051 0.000
C -3.4617 -0.4284 0.5697 0.083 0.050 0.050 0.000
C 4.4915 -1.1380 2.0886 -0.086 0.044 -0.062 0.000
C -2.0554 1.4011 -0.2493 -0.988 -0.524 0.455 -0.008
C -0.5077 -1.5659 1.9322 0.284 0.093 -0.092 0.000
C 2.8119 -0.7939 0.4527 0.099 -0.127 0.013 0.000
C -1.8819 1.4320 -5.4893 0.089 -0.021 0.117 0.000
C 2.4073 -0.8268 -3.6656 0.052 -0.068 0.080 0.000
C 0.2202 0.4704 -3.9179 -0.291 0.370 0.016 0.000
C -0.8879 -1.5444 4.3108 -0.034 0.001 0.026 0.000
C -1.5983 -3.5256 -0.1811 0.038 0.029 -0.051 0.000
C -2.1746 -4.3270 -2.3784 -0.015 -0.016 -0.026 0.000
C -1.6438 3.0999 3.7132 0.009 0.006 0.035 0.000
C -0.1017 -0.1374 -5.1443 0.099 -0.026 0.142 0.000
C -1.5861 2.0629 -4.3100 -0.056 0.024 0.012 0.000
C -1.8001 -3.1071 -2.9223 -0.022 -0.059 -0.011 0.000
C 1.2969 -0.0071 -3.0791 0.153 0.191 0.177 -0.001
C 0.7362 -3.0469 3.3806 0.034 -0.056 -0.031 0.000
C -2.0784 -4.5286 -1.0096 -0.033 -0.063 0.005 0.000
C 3.6624 -0.5072 2.9883 0.058 0.065 0.053 0.000
C 0.0680 -2.5322 4.4840 -0.018 0.023 0.066 0.000
C -0.5269 1.6099 -3.4864 0.215 -0.164 -0.259 0.001
C 0.2797 2.1377 4.7088 0.063 -0.109 0.090 0.000
C 0.4571 -2.5594 2.1166 -0.142 0.017 0.052 0.000
C -3.2403 2.1072 -0.4008 0.725 0.290 -0.221 0.000
C 4.0625 -1.2733 0.7753 -0.002 -0.053 0.076 0.000
H -2.7001 1.7949 -6.0986 -0.018 0.001 -0.017 0.000
H -1.8764 -2.9382 -3.9890 0.007 0.040 -0.008 0.000
H -2.1497 2.9205 -3.9649 0.024 0.006 0.002 0.000
H 2.0385 -1.8167 -3.9434 0.007 -0.037 -0.012 0.000
H 5.4623 -1.5114 2.3819 0.022 0.015 0.085 0.000
H -1.3825 -0.1685 -6.8484 0.007 -0.017 -0.010 0.000
H 2.4185 -0.9427 -0.5411 0.004 0.102 -0.020 0.000
H -1.1160 3.3429 5.7893 0.049 -0.023 0.053 0.000
H 3.2184 -0.9222 -2.9455 -0.067 0.005 0.044 0.000
H -2.5563 3.6759 3.7532 -0.017 0.006 -0.037 0.000
H 0.9942 -2.9450 1.2576 0.052 -0.020 0.022 0.000
H 0.4595 -1.0105 -5.4532 0.028 0.020 -0.085 0.000
H 1.4826 -3.8206 3.5046 0.027 -0.002 0.016 0.000
H -1.4129 -1.1366 5.1657 -0.009 -0.012 0.015 0.000
H 0.2912 -2.9007 5.4771 0.012 -0.021 0.012 0.000
H -1.9294 -0.2935 2.9209 0.026 0.017 -0.033 0.000
H -2.5436 -5.1177 -3.0191 -0.016 -0.008 -0.001 0.000
H 2.2036 0.7854 4.3615 -0.067 0.026 0.008 0.000
H 0.9233 1.9489 5.5586 -0.011 -0.002 0.033 0.000
H -1.8414 2.6541 1.6492 0.062 0.022 0.002 0.000
H 4.7026 -1.7128 0.0258 -0.033 -0.048 -0.069 0.000
H 2.7980 -0.3378 -4.5570 -0.057 -0.026 -0.063 0.000
H -1.5263 -3.6974 0.8834 -0.059 -0.004 0.022 0.000
H -2.3954 -5.4709 -0.5804 0.046 -0.021 0.010 0.000
H -1.0542 -1.1467 -2.5239 -0.043 0.005 0.009 0.000
H 3.9411 -0.3956 4.0293 0.063 0.033 -0.010 0.000
```
Forces are in eV/Å.